(1)
Molecular formula: C49H63N4O3S4ScSiTe
Method: DFT, ωB97M-V/def2-TZVPD

Calculated values
LUMO level, eV: 3.362
HOMO level, eV: -0.4
Net charge: -2
Frontier orbital gap, eV: 3.8
Multiplicity: 1
Energy above the lowest of the compared OMol25 structures with the same formula, charge and spin, kJ/mol: 312.9

Each line ends with the Löwdin charge.
Positions of all 126 atoms, in Å:
Sc  -0.281  -0.123  0.234  0.61
C  -2.525  2.089  3.864  -0.04
C  -3.520  2.852  3.255  -0.07
C  -3.655  2.774  1.892  -0.02
C  -2.790  1.958  1.139  -0.20
N  -1.802  1.239  1.738  0.06
C  -1.717  1.303  3.062  -0.11
C  -2.895  1.888  -0.302  -0.20
C  -4.054  2.315  -0.964  -0.01
C  -4.102  2.294  -2.346  -0.05
C  -2.974  1.904  -3.045  -0.04
C  -1.843  1.473  -2.339  -0.34
N  -1.818  1.409  -0.980  0.06
C  -0.607  1.165  -3.046  -0.30
C  -0.365  1.660  -4.337  -0.02
C  0.801  1.323  -4.990  -0.07
C  1.690  0.461  -4.358  -0.04
C  1.412  0.075  -3.054  -0.16
N  0.332  0.444  -2.384  0.03
H  -2.367  2.134  4.930  0.11
H  -4.163  3.498  3.841  0.10
H  -4.399  3.378  1.394  0.10
H  -0.942  0.703  3.519  0.10
H  -4.922  2.626  -0.407  0.10
H  -5.001  2.584  -2.871  0.11
H  -2.991  1.860  -4.121  0.11
H  -1.072  2.335  -4.796  0.10
H  1.020  1.728  -5.970  0.10
H  2.596  0.137  -4.845  0.10
H  2.076  -0.594  -2.520  0.04
S  2.011  -3.636  2.235  0.48
C  3.233  -2.849  1.321  -0.80
C  4.564  -2.951  1.737  -0.18
C  5.596  -2.410  1.002  -0.15
C  5.315  -1.751  -0.187  -0.16
C  4.004  -1.627  -0.607  -0.17
C  2.946  -2.144  0.130  -0.69
S  1.312  -2.071  -0.516  0.55
H  4.763  -3.502  2.648  0.07
H  6.622  -2.511  1.344  0.08
H  6.114  -1.347  -0.797  0.07
H  3.798  -1.128  -1.544  0.07
C  -5.591  -2.897  4.733  -0.03
C  -4.588  -1.790  4.371  -0.65
C  -4.405  -0.837  5.561  -0.02
C  -5.068  -1.020  3.142  -0.04
O  -3.333  -2.368  4.155  -0.14
Si  -2.696  -3.126  2.843  -0.13
S  -2.130  -1.820  1.333  0.30
O  -3.928  -4.126  2.387  -0.16
C  -4.244  -4.863  1.233  -0.65
C  -3.033  -5.103  0.345  -0.10
C  -4.819  -6.205  1.721  -0.03
C  -5.288  -4.090  0.418  -0.03
O  -1.456  -3.939  3.493  -0.14
C  -1.375  -5.088  4.302  -0.63
C  -0.261  -4.848  5.325  -0.03
C  -2.685  -5.366  5.042  -0.03
C  -1.011  -6.270  3.398  -0.02
H  -6.598  -2.494  4.833  0.08
H  -5.298  -3.371  5.668  0.08
H  -5.569  -3.646  3.948  0.07
H  -5.357  -0.411  5.877  0.08
H  -3.725  -0.038  5.274  0.06
H  -3.958  -1.389  6.385  0.08
H  -6.006  -0.508  3.348  0.08
H  -5.199  -1.707  2.312  0.06
H  -4.318  -0.289  2.850  0.06
H  -2.217  -5.549  0.904  0.08
H  -2.683  -4.151  -0.044  -0.01
H  -3.296  -5.752  -0.486  0.07
H  -4.036  -6.778  2.213  0.07
H  -5.204  -6.784  0.885  0.08
H  -5.619  -6.034  2.438  0.08
H  -4.858  -3.133  0.131  0.07
H  -6.192  -3.916  0.999  0.08
H  -5.540  -4.641  -0.485  0.08
H  -0.527  -3.988  5.934  0.08
H  0.666  -4.638  4.801  0.06
H  -0.132  -5.718  5.968  0.08
H  -2.932  -4.513  5.668  0.08
H  -2.589  -6.256  5.664  0.08
H  -3.491  -5.502  4.328  0.06
H  -0.124  -6.005  2.828  0.08
H  -1.827  -6.466  2.706  0.05
H  -0.814  -7.173  3.978  0.08
Te  -2.118  -1.580  -2.046  0.87
C  -1.097  -3.198  -2.932  -0.99
C  -0.280  -3.215  -4.027  -0.28
C  0.240  -4.489  -4.335  -0.23
C  -0.192  -5.450  -3.480  -0.44
S  -1.241  -4.797  -2.284  0.94
H  -0.044  -2.323  -4.584  0.08
H  0.916  -4.682  -5.153  0.08
H  0.048  -6.495  -3.454  0.04
C  0.501  -1.614  4.817  -0.07
C  1.141  -0.342  4.356  -0.28
C  1.745  0.515  5.275  -0.05
C  2.262  1.714  4.820  -0.31
C  2.957  2.650  5.776  -0.07
C  2.158  2.082  3.490  -0.01
C  1.552  1.256  2.508  -0.29
C  1.090  0.012  3.026  -0.06
N  1.298  1.490  1.201  -0.01
C  1.934  2.544  0.405  -0.61
C  0.842  3.228  -0.437  -0.06
C  2.949  1.850  -0.524  -0.04
C  2.703  3.707  1.063  -0.08
H  1.034  -2.034  5.671  0.08
H  0.479  -2.347  4.014  0.00
H  -0.535  -1.435  5.115  0.08
H  1.820  0.241  6.321  0.10
H  2.793  2.336  6.808  0.06
H  2.591  3.671  5.657  0.07
H  4.034  2.658  5.587  0.07
H  2.551  3.053  3.258  0.06
H  0.638  -0.708  2.315  0.06
H  0.312  2.489  -1.027  0.03
H  1.277  3.972  -1.105  0.08
H  0.129  3.717  0.226  0.08
H  2.483  0.974  -0.965  0.03
H  3.812  1.519  0.052  0.09
H  3.284  2.515  -1.320  0.08
H  2.066  4.287  1.726  0.07
H  3.041  4.368  0.263  0.07
H  3.584  3.362  1.595  0.07

=====

(2)
Molecular formula: C12H27N2O6S
Method: DFT, ωB97M-V/def2-TZVPD

Calculated values
LUMO level, eV: -3.707
HOMO level, eV: -12.6
Net charge: +1
Frontier orbital gap, eV: 8.9
Multiplicity: 1
Energy above the lowest of the compared OMol25 structures with the same formula, charge and spin, kJ/mol: 392.0

Each line ends with the Löwdin charge.
Positions of all 48 atoms, in Å:
N  2.727  -2.275  -1.299  -0.04
C  2.848  -1.557  -2.625  -0.22
C  1.835  -0.265  -2.799  -0.31
O  2.255  0.939  -2.066  -0.08
C  0.302  -0.763  -2.502  -0.09
C  -0.651  0.364  -1.755  -0.18
C  -0.322  0.543  -0.149  -0.09
O  -0.655  -0.776  0.476  -0.18
C  -2.122  -0.768  0.585  -0.13
C  -2.920  -0.212  -0.732  -0.23
C  -4.123  -1.332  -1.041  -0.22
S  -5.512  -0.666  -2.105  0.78
O  -5.951  0.746  -1.646  -0.39
O  -6.765  -1.598  -1.886  -0.40
N  -2.084  -0.065  -1.983  0.07
H  2.104  -1.778  -0.622  0.06
H  2.201  -3.170  -1.529  0.09
H  3.965  -1.266  -2.813  0.13
H  2.553  -2.342  -3.474  0.14
H  1.884  0.022  -3.957  0.17
H  2.718  0.611  -1.233  0.11
H  0.208  -1.761  -1.898  0.12
H  -0.193  -0.971  -3.568  0.14
H  -0.382  1.399  -2.269  0.19
H  -0.940  1.417  0.367  0.16
H  0.804  0.756  0.095  0.14
H  -2.403  -0.071  1.501  0.16
H  -2.506  -1.853  0.855  0.15
H  -3.494  0.802  -0.507  0.18
H  -3.680  -2.371  -1.407  0.15
H  -4.602  -1.567  0.026  0.15
H  -5.120  -0.752  -3.457  0.09
H  -2.133  -0.925  -2.575  0.17
H  -2.537  0.712  -2.552  0.21
O  1.232  3.082  1.575  0.07
C  1.802  2.312  2.343  -0.52
O  1.093  1.560  3.210  -0.01
C  1.643  0.495  4.008  -0.23
C  2.240  1.035  5.293  -0.06
C  3.303  2.262  2.396  0.01
H  2.354  -0.103  3.430  0.11
H  0.808  -0.171  4.254  0.12
H  3.068  1.719  5.096  0.07
H  2.607  0.218  5.921  0.09
H  1.489  1.603  5.855  0.09
H  3.666  3.067  3.039  0.11
H  3.690  2.405  1.382  0.09
H  3.698  1.309  2.741  0.07

=====

(3)
Molecular formula: C23H39BBeN3O2S2Si4Te
Method: DFT, ωB97M-V/def2-TZVPD

Calculated values
LUMO level, eV: 1.879
HOMO level, eV: -4.1
Net charge: -1
Frontier orbital gap, eV: 6.0
Multiplicity: 1
Energy above the lowest of the compared OMol25 structures with the same formula, charge and spin, kJ/mol: 0.0

Each line ends with the Löwdin charge.
Positions of all 76 atoms, in Å:
Be  0.184  -0.490  0.857  -0.16
C  -4.232  3.316  0.751  -0.46
S  -2.986  3.180  -0.544  0.76
C  -1.972  1.851  0.138  -1.15
S  -2.667  0.477  0.756  0.58
N  -0.693  2.172  -0.012  -0.09
N  0.214  1.219  0.327  -0.05
C  1.428  1.672  0.399  -0.05
C  2.437  0.711  0.768  -0.23
C  3.781  0.996  1.016  -0.01
C  4.604  -0.030  1.426  -0.06
C  4.080  -1.315  1.570  -0.05
C  2.744  -1.514  1.298  -0.11
N  1.943  -0.526  0.911  0.02
H  -4.972  4.036  0.402  0.02
H  -3.785  3.675  1.677  0.03
H  -4.703  2.350  0.914  -0.01
H  1.631  2.724  0.242  0.13
H  4.145  2.007  0.892  0.11
H  5.649  0.159  1.633  0.10
H  4.695  -2.145  1.887  0.11
H  2.272  -2.484  1.378  0.08
C  -3.139  -5.150  1.316  -0.22
Si  -1.306  -5.357  1.665  0.32
C  -0.958  -7.202  1.897  -0.22
C  -0.900  -4.527  3.293  -0.20
Si  -0.072  -4.526  -0.134  -0.02
Te  -0.576  -2.175  -0.746  0.56
Si  -0.811  -5.602  -2.083  0.29
C  0.448  -5.303  -3.452  -0.23
C  -2.460  -4.907  -2.651  -0.24
C  -1.058  -7.469  -1.936  -0.22
Si  2.135  -5.257  0.163  0.33
C  3.379  -4.364  -0.929  -0.21
C  2.714  -5.171  1.961  -0.22
C  2.276  -7.086  -0.288  -0.22
H  -3.731  -5.450  2.186  0.03
H  -3.450  -5.760  0.465  0.01
H  -3.370  -4.109  1.083  0.03
H  -1.635  -7.614  2.651  0.03
H  0.064  -7.368  2.242  0.01
H  -1.092  -7.770  0.975  0.00
H  -1.520  -4.952  4.088  0.03
H  -1.085  -3.455  3.249  0.01
H  0.148  -4.673  3.566  0.02
H  0.725  -4.248  -3.486  0.02
H  0.032  -5.580  -4.424  0.02
H  1.358  -5.885  -3.294  0.01
H  -2.395  -3.831  -2.815  0.00
H  -3.241  -5.074  -1.908  0.02
H  -2.761  -5.390  -3.585  0.03
H  -0.159  -7.992  -1.609  0.01
H  -1.348  -7.868  -2.913  0.03
H  -1.857  -7.707  -1.231  0.01
H  3.409  -3.290  -0.747  0.01
H  3.126  -4.503  -1.981  0.02
H  4.379  -4.774  -0.758  0.03
H  2.583  -4.196  2.431  0.01
H  3.774  -5.437  2.021  0.03
H  2.154  -5.888  2.566  0.02
H  2.074  -7.248  -1.348  0.01
H  1.575  -7.699  0.280  0.01
H  3.288  -7.443  -0.079  0.03
O  0.539  0.449  3.565  0.11
B  -0.238  -0.429  2.729  -0.42
O  -1.145  -1.097  3.585  0.09
C  -0.927  -0.654  4.850  -0.22
C  -1.555  -1.033  6.014  0.00
C  -1.118  -0.428  7.195  -0.11
C  -0.096  0.513  7.187  -0.11
C  0.532  0.890  5.997  -0.01
C  0.094  0.288  4.840  -0.23
H  -2.348  -1.767  6.005  0.12
H  -1.585  -0.699  8.134  0.09
H  0.225  0.959  8.120  0.09
H  1.328  1.623  5.978  0.11